# 1
{"formula": "C5H8O2", "method": "ωB97M-V/def2-TZVPD", "e_above_lowest_kj_mol": 76.8, "homo_lumo_gap_ev": 9.34, "e_lumo_ev": -0.5, "homo_ev": -9.808, "symbols": ["C", "C", "C", "C", "O", "C", "O", "H", "H", "H", "H", "H", "H", "H", "H"], "positions_angstrom": [[-1.8726, 0.3214, 0.0914], [-1.0425, -0.8977, -0.3087], [0.4241, -0.5513, -0.5586], [1.1065, 0.0890, 0.6211], [0.7580, -0.0028, 1.7778], [2.3396, 0.9480, 0.3221], [2.6953, 1.2176, -0.7978], [-1.4734, 0.7700, 1.0051], [-2.9109, 0.0414, 0.2909], [-1.8746, 1.0822, -0.6983], [-1.4503, -1.3432, -1.2240], [-1.1088, -1.6614, 0.4742], [1.0108, -1.4485, -0.8092], [0.5473, 0.1168, -1.4180], [2.8515, 1.3185, 1.2319]]}



# 2
{"formula": "C3H10NO4", "method": "ωB97M-V/def2-TZVPD", "e_above_lowest_kj_mol": 61.4, "homo_lumo_gap_ev": [10.72, 6.19], "e_lumo_ev": [0.4, -4.1], "multiplicity": 2, "homo_ev": [-10.299, -10.292], "symbols": ["C", "C", "C", "O", "O", "N", "H", "H", "H", "H", "H", "H", "H", "H", "O", "H", "H", "O"], "positions_angstrom": [[1.3834, -1.7467, 0.7293], [0.0744, -1.4998, 1.5145], [-0.3214, 0.0374, 1.5671], [-0.5664, 0.5859, 0.4741], [-0.3686, 0.5533, 2.6933], [1.4761, -1.1288, -0.6053], [2.2563, -1.5054, 1.3497], [1.3365, -2.8058, 0.4863], [-0.8141, -1.9243, 1.0372], [0.1385, -1.8877, 2.5268], [2.4567, -0.8799, -0.7311], [1.0997, -0.1867, -0.5924], [-1.7008, 0.2080, -0.9993], [-0.7342, 0.8572, -1.9140], [-1.6987, 0.7552, -1.8076], [-1.5574, 2.7557, -1.8143], [-0.8368, 4.1502, -1.8226], [-1.6230, 3.6623, -2.0918]]}



# 3
{"formula": "C21H47NS3Si4TeTl", "method": "ωB97M-V/def2-TZVPD", "homo_lumo_gap_ev": 4.22, "total_charge": -1, "e_lumo_ev": 2.2, "homo_ev": -2.056, "symbols": ["Tl", "C", "C", "S", "C", "C", "S", "C", "C", "S", "H", "H", "H", "H", "H", "H", "H", "H", "H", "H", "H", "H", "C", "Si", "C", "C", "Si", "Te", "Si", "C", "C", "C", "Si", "C", "C", "C", "H", "H", "H", "H", "H", "H", "H", "H", "H", "H", "H", "H", "H", "H", "H", "H", "H", "H", "H", "H", "H", "H", "H", "H", "H", "H", "H", "N", "C", "C", "C", "C", "C", "C", "H", "H", "H", "H", "H", "H", "H", "H"], "positions_angstrom": [[1.5461, 2.4169, -0.0781], [3.9417, 3.4202, 3.9783], [2.4578, 3.0584, 3.9330], [1.7842, 2.4169, 2.3620], [2.7542, 0.8918, 2.1264], [4.0837, 1.1019, 1.4034], [3.9416, 2.4169, 0.1600], [5.4510, 3.3988, 0.4754], [5.7806, 3.8509, 1.9029], [4.4449, 4.7201, 2.7941], [4.5571, 2.5237, 3.8816], [4.1614, 3.8194, 4.9753], [1.8635, 3.9424, 4.1923], [2.2468, 2.3138, 4.7088], [2.1292, 0.2266, 1.5189], [2.9052, 0.3811, 3.0832], [4.3731, 0.1747, 0.8971], [4.8765, 1.3101, 2.1210], [5.3713, 4.2868, -0.1628], [6.2987, 2.8242, 0.0853], [6.6122, 4.5628, 1.8375], [6.1677, 3.0203, 2.4999], [-3.3662, -3.6964, 2.2100], [-2.2468, -2.2121, 2.0505], [-3.1531, -0.7084, 2.6840], [-0.7863, -2.4432, 3.1893], [-1.5549, -1.9050, -0.0822], [-0.1059, 0.1099, -0.0781], [-3.2777, -1.4391, -1.4759], [-4.2075, 0.0736, -0.9009], [-2.6566, -1.0311, -3.1880], [-4.4778, -2.8624, -1.6019], [-0.2852, -3.6160, -0.8455], [0.3859, -3.2456, -2.5473], [1.2074, -3.8656, 0.2469], [-1.2448, -5.2147, -0.9161], [-3.6739, -3.8084, 3.2697], [-2.8270, -4.6088, 1.8905], [-4.2681, -3.5555, 1.5842], [-3.4126, -0.8658, 3.7508], [-4.0881, -0.5580, 2.1189], [-2.5031, 0.1856, 2.5912], [-1.1511, -2.5241, 4.2337], [-0.1049, -1.5722, 3.1036], [-0.2480, -3.3722, 2.9367], [-3.5088, 0.9307, -0.8137], [-4.6923, -0.1215, 0.0701], [-4.9968, 0.3159, -1.6415], [-1.9363, -0.1893, -3.1332], [-3.5168, -0.7386, -3.8243], [-2.1754, -1.9137, -3.6412], [-4.9029, -3.0848, -0.6046], [-3.9595, -3.7570, -1.9966], [-5.2999, -2.5851, -2.2929], [0.9551, -2.2937, -2.5250], [-0.4374, -3.1786, -3.2778], [1.0598, -4.0703, -2.8572], [1.7883, -2.9224, 0.3062], [1.8440, -4.6636, -0.1871], [0.8940, -4.1818, 1.2561], [-2.1054, -5.1062, -1.6034], [-1.6048, -5.4811, 0.0962], [-0.5815, -6.0213, -1.2898], [1.5461, 2.4169, -2.2173], [0.3374, 2.7203, -2.8621], [-0.4921, 1.7002, -3.3331], [-1.7443, 1.9961, -3.8790], [-2.1987, 3.3127, -3.9104], [-1.4069, 4.3295, -3.3827], [-0.1526, 4.0294, -2.8454], [1.9426, 1.5069, -2.4961], [2.2229, 3.1904, -2.2915], [-0.1663, 0.6649, -3.2895], [-2.3689, 1.1957, -4.2663], [-3.1756, 3.5427, -4.3270], [-1.7696, 5.3537, -3.3739], [0.4381, 4.8287, -2.4061], [0.4618, 3.9312, -0.0781]]}



# 4
{"formula": "C46H48GeN11Pt", "method": "ωB97M-V/def2-TZVPD", "e_above_lowest_kj_mol": 0.0, "homo_lumo_gap_ev": [5.28, 4.36], "total_charge": 4, "e_lumo_ev": [-12.3, -13.2], "multiplicity": 2, "homo_ev": [-17.592, -17.592], "symbols": ["Pt", "N", "C", "C", "N", "C", "C", "N", "C", "C", "N", "H", "H", "H", "H", "H", "H", "N", "C", "C", "C", "C", "C", "N", "C", "H", "H", "H", "H", "C", "C", "N", "C", "C", "C", "C", "N", "H", "H", "H", "H", "H", "H", "H", "H", "H", "H", "H", "H", "H", "H", "C", "Ge", "C", "C", "C", "C", "C", "C", "C", "C", "C", "C", "C", "C", "C", "C", "C", "C", "H", "H", "H", "H", "H", "H", "H", "H", "H", "H", "H", "H", "H", "H", "H", "C", "C", "N", "C", "C", "C", "C", "C", "C", "C", "C", "N", "C", "N", "H", "H", "H", "H", "H", "H", "H", "H", "H"], "positions_angstrom": [[1.0824, -0.1455, -0.3299], [5.1453, -1.3303, -1.4140], [5.4973, -0.0110, -1.3410], [4.3784, 0.6600, -0.9442], [3.3518, -0.2325, -0.7896], [3.8426, -1.4222, -1.0838], [2.9952, -2.5730, -1.0651], [1.6860, -2.4586, -0.8649], [1.1827, -3.7321, -0.9409], [2.1945, -4.6104, -1.1821], [3.3341, -3.8606, -1.2599], [5.7571, -2.0751, -1.7140], [6.4817, 0.3423, -1.5925], [4.2701, 1.7146, -0.7740], [0.1423, -3.9595, -0.8272], [2.1864, -5.6809, -1.2867], [4.2595, -4.2294, -1.4251], [-2.6815, -0.5614, 4.8460], [-1.5842, -0.5457, 4.5083], [-0.2592, -0.5357, 3.9710], [0.8936, -0.6967, 4.7396], [2.1156, -0.6906, 4.0833], [2.1533, -0.5444, 2.7057], [1.0430, -0.3814, 1.9768], [-0.1357, -0.3700, 2.5964], [0.8290, -0.8272, 5.8116], [3.0338, -0.8129, 4.6404], [3.0917, -0.5585, 2.1658], [-1.0273, -0.2274, 1.9976], [-2.6258, 2.0897, 1.6987], [-1.4370, 2.4266, 0.8042], [-1.8116, 2.7419, -0.5735], [-2.6357, 3.9479, -0.7474], [-4.1329, 3.6652, -0.8785], [-1.4129, 1.9992, -1.6005], [-1.7823, 2.4582, -2.9819], [-0.6846, 0.8998, -1.4790], [-2.2718, 1.8165, 2.6930], [-3.1989, 1.2602, 1.2873], [-3.2806, 2.9497, 1.8199], [-0.7335, 1.5994, 0.7603], [-0.9239, 3.2978, 1.2215], [-2.3064, 4.5095, -1.6203], [-2.4698, 4.5765, 0.1271], [-4.3678, 3.1122, -1.7860], [-4.6681, 4.6124, -0.9175], [-4.5073, 3.0958, -0.0311], [-1.3916, 3.4611, -3.1541], [-2.8621, 2.5069, -3.1045], [-1.3803, 1.8009, -3.7495], [-0.5530, 0.4647, -2.3802], [-1.2653, -3.2597, 1.0510], [-1.3744, -1.7363, -0.2678], [-3.2509, -1.0343, 0.0620], [-3.9354, -0.4312, -0.9881], [-5.2337, 0.0160, -0.7840], [-5.8411, -0.1695, 0.4524], [-5.1398, -0.7387, 1.5053], [-3.8325, -1.1726, 1.3160], [-1.5786, -2.4311, -2.1783], [-0.6152, -2.0286, -3.1066], [-0.6341, -2.4725, -4.4211], [-1.6516, -3.3179, -4.8474], [-2.6220, -3.7700, -3.9451], [-3.6204, -4.6885, -4.3501], [-4.5993, -5.1357, -3.4645], [-4.5939, -4.6870, -2.1535], [-3.6273, -3.7771, -1.7287], [-2.6071, -3.3099, -2.5924], [-1.5939, -4.1683, 0.5461], [-1.9079, -3.0824, 1.9080], [-0.2453, -3.3996, 1.4035], [-3.4609, -0.2962, -1.9535], [-5.7649, 0.5015, -1.5919], [-6.8658, 0.1461, 0.5987], [-5.5852, -0.8472, 2.4847], [-3.3025, -1.5791, 2.1672], [0.1978, -1.3886, -2.7817], [0.1324, -2.1575, -5.1162], [-1.7050, -3.6250, -5.8844], [-3.5954, -5.0676, -5.3647], [-5.3561, -5.8342, -3.7940], [-5.3468, -5.0384, -1.4614], [-3.6691, -3.3982, -0.7160], [2.5660, 3.7297, -1.4356], [1.9181, 2.5190, -1.2977], [1.7371, 1.9573, -0.0971], [2.2156, 2.5463, 0.9959], [2.9039, 3.7547, 0.9501], [3.0524, 4.3624, -0.3001], [3.3974, 4.4576, 2.1430], [4.2014, 4.0352, 3.1216], [4.8599, 2.7317, 3.2515], [5.5817, 2.4342, 4.4139], [6.2260, 1.2039, 4.4438], [6.1503, 0.3618, 3.4280], [5.4441, 0.7022, 2.3676], [4.7924, 1.8474, 2.2538], [2.6952, 4.1652, -2.4154], [1.5468, 1.9908, -2.1642], [2.0237, 2.0655, 1.9450], [3.5578, 5.3156, -0.3839], [3.0872, 5.4971, 2.1868], [4.4512, 4.7375, 3.9067], [5.6375, 3.1325, 5.2363], [6.8203, 0.8890, 5.2941], [5.4037, 0.0069, 1.5371]]}



# 5
{"formula": "C9H14", "method": "ωB97M-V/def2-TZVPD", "e_above_lowest_kj_mol": 1.7, "homo_lumo_gap_ev": [10.28, 6.30], "total_charge": 1, "e_lumo_ev": [-4.3, -8.3], "multiplicity": 2, "homo_ev": [-14.607, -14.607], "symbols": ["C", "C", "C", "C", "C", "C", "C", "H", "H", "H", "H", "H", "H", "H", "H", "C", "C", "H", "H", "H", "H", "H", "H"], "positions_angstrom": [[-1.6427, 2.9172, -1.1853], [-0.6200, -0.3647, 0.3363], [0.2218, 0.0811, 1.3913], [-1.2097, 0.5461, -0.4868], [-0.9723, 1.9392, -0.2872], [0.4560, 1.4457, 1.5986], [-0.1466, 2.3698, 0.7811], [-0.7975, -1.4221, 0.2021], [0.6841, -0.6516, 2.0408], [-1.8624, 0.1922, -1.2720], [1.0906, 1.7340, 2.4260], [-2.5969, 3.2225, -0.7411], [-1.8499, 2.4542, -2.1447], [0.0500, 3.4183, 0.9645], [-1.0312, 3.8057, -1.3358], [1.3101, -3.3943, -0.0999], [1.9474, -3.9957, -1.3567], [1.7750, -3.7831, 0.8061], [1.4331, -2.3079, -0.1073], [0.2466, -3.6366, -0.0577], [1.4492, -3.5976, -2.2406], [1.8851, -5.0787, -1.3061], [2.9918, -3.6990, -1.4366]]}



# 6
{"formula": "C5H8N2", "method": "ωB97M-V/def2-TZVPD", "e_above_lowest_kj_mol": 18.3, "homo_lumo_gap_ev": 9.67, "e_lumo_ev": 0.9, "homo_ev": -8.752, "symbols": ["C", "C", "N", "C", "C", "N", "C", "H", "H", "H", "H", "H", "H", "H", "H"], "positions_angstrom": [[0.7088, 1.8909, -0.0812], [1.0976, 0.4562, -0.4539], [0.1024, -0.5137, -0.0300], [-1.0749, -0.7932, -0.6848], [-1.7621, -1.6414, 0.1375], [-1.0470, -1.8887, 1.2830], [0.0556, -1.1930, 1.1474], [1.1073, 2.6069, -0.8050], [-0.3794, 1.9940, -0.0672], [1.0825, 2.1636, 0.9097], [2.0527, 0.1763, 0.0018], [1.2191, 0.3492, -1.5366], [-1.2964, -0.3704, -1.6557], [-2.7303, -2.0949, -0.0326], [0.8640, -1.1418, 1.8677]]}